Entry 1:
Molecular formula: C38H59BBrFeN13O6
Method: DFT, ωB97M-V/def2-TZVPD

Results
LUMO energy (alpha / beta) (eV): -2.551 / -4.335
HOMO (alpha / beta) (eV): -10.554 / -10.554
Largest force on an atom (eV/Å): 2.0
Gap between HOMO and LUMO (alpha / beta) (eV): 8.00 / 6.22
Relative energy (zero: lowest compared OMol25 entry of this formula, charge and spin) (eV): 0.735

ORCA input file:
```
! RIJCOSX wB97M-V def2-TZVPD def2/J DEFGRID3
* xyz 1 6
Br -5.209 -9.959 11.785
Fe -3.914 -13.768 17.808
O -2.245 -10.499 23.034
O -1.932 -13.591 17.161
O -4.096 -12.892 15.972
O -2.078 -10.147 20.804
O -0.936 -10.441 16.954
O -5.796 -13.630 17.028
N -1.621 -7.598 21.018
N -4.035 -13.518 20.547
N -8.293 -11.759 14.025
N -1.701 -14.583 20.902
N -0.616 -15.012 16.040
N -3.510 -15.961 19.402
N 3.357 -13.974 18.560
N -3.711 -15.777 18.046
N -0.982 -13.629 20.224
N 1.282 -10.791 16.565
N -4.178 -12.704 19.447
N 0.246 -11.812 18.377
N -1.038 -12.906 15.131
C 0.178 -14.305 21.999
C 0.106 -11.004 17.314
C -3.647 -17.285 19.699
C 0.152 -13.443 20.892
C 2.104 -11.848 16.161
C -4.313 -13.473 22.982
C -4.359 -17.321 16.068
C -6.196 -11.025 13.060
C 2.309 -13.009 16.752
C -3.227 -18.120 15.398
C -6.249 -10.449 18.364
C -5.388 -12.988 16.031
C -4.831 -11.571 21.254
C -3.382 -17.953 20.986
C -2.060 -9.771 22.089
C -3.863 -10.181 17.821
C -7.606 -11.123 13.071
C -1.219 -13.795 16.158
C 0.958 -11.063 21.182
C -4.019 -16.995 17.508
C 1.249 -9.686 15.623
C 2.026 -13.474 18.124
C -4.416 -12.849 21.625
C -1.929 -8.241 22.291
C -6.234 -12.379 15.030
C -4.866 -10.297 18.982
C 1.481 -12.276 19.005
C -4.642 -16.032 15.286
C -5.515 -11.718 14.022
C -3.982 -17.926 18.517
C -7.633 -12.349 15.026
C -5.660 -18.187 15.989
C 2.645 -12.808 21.215
C -1.027 -14.970 22.025
C -1.496 -15.956 23.079
C 1.307 -12.458 20.555
C -4.809 -8.981 19.800
C -4.649 -11.495 19.876
B -3.186 -14.858 20.591
H -3.887 -8.997 20.368
H 3.220 -14.637 19.327
H -5.167 -10.836 21.916
H -4.163 -19.022 18.420
H -6.539 -17.695 16.380
H -8.175 -10.581 12.316
H -3.880 -15.309 15.510
H -5.597 -15.625 15.598
H -1.281 -11.953 15.283
H -6.454 -9.559 17.798
H -3.274 -13.724 23.249
H -3.888 -18.914 20.910
H -2.805 -18.889 16.047
H -1.354 -17.002 22.726
H -5.640 -8.926 20.524
H 2.592 -11.690 15.204
H -5.788 -18.385 14.913
H -6.294 -11.290 17.659
H -4.715 -12.763 23.709
H 2.185 -9.705 15.093
H 2.712 -12.291 22.165
H -4.353 -9.764 16.950
H 3.819 -14.453 17.787
H 3.515 -12.506 20.630
H 0.942 -14.419 22.752
H -0.618 -15.651 16.828
H -3.645 -15.444 21.523
H 2.251 -11.506 18.886
H 1.249 -14.225 18.092
H -4.664 -16.234 14.190
H 0.100 -10.674 20.667
H -0.358 -13.081 14.432
H 1.101 -8.732 16.130
H -2.466 -17.416 15.159
H -0.908 -15.835 23.961
H -2.900 -7.969 22.673
H -3.540 -18.619 14.485
H 0.270 -14.979 15.573
H 2.931 -13.682 16.181
H 0.458 -9.834 14.872
H -4.875 -8.128 19.126
H -2.337 -18.077 21.146
H 2.785 -13.887 21.351
H -5.530 -19.158 16.491
H -3.418 -11.135 17.523
H -3.753 -17.425 21.827
H -4.931 -14.356 22.965
H -1.118 -8.007 23.002
H -2.557 -15.946 23.325
H 0.805 -11.176 22.255
H -2.371 -7.081 20.580
H -1.791 -9.328 20.351
H -0.809 -6.993 21.104
H -0.618 -12.227 18.730
H -8.162 -12.806 15.847
H -3.031 -9.545 18.072
H -7.028 -10.705 19.083
H -4.444 -11.712 14.063
H 1.773 -10.358 21.002
*
```


Entry 2:
Molecular formula: C38H59F19N4O4S3
Method: DFT, ωB97M-V/def2-TZVPD

Results
LUMO energy (eV): -2.688
HOMO (eV): -9.453
Largest force on an atom (eV/Å): 10.1
Structure (SMILES): CCCO[C@@H](O[C@H](CCCS)CCC(F)(F)C(F)(F)C(F)(F)C(F)(F)S(F)(F)(F)(F)F)[C@@](CCC(F)(F)F)(C[C@H](O)C(F)(F)F)OCS.CCCC#N.CCCC#N.CCCC#N.CCCC#N
Gap between HOMO and LUMO (eV): 6.77

ORCA input file:
```
! RIJCOSX wB97M-V def2-TZVPD def2/J DEFGRID3
* xyz 0 1
S 1.987 6.460 -1.748
S 0.100 -6.036 -5.562
S 7.371 0.544 -1.967
F 1.038 -6.710 -4.259
F 2.507 -2.264 -4.694
F -4.689 3.802 -0.114
F -3.574 4.246 -5.114
F -2.770 2.038 -4.708
F 0.274 -7.531 -6.390
F -5.307 1.612 -0.827
F -1.457 3.570 -6.061
F 1.738 -0.014 -4.528
F -1.324 -6.714 -4.808
F -1.343 -4.732 -3.681
F -4.384 3.064 -2.479
F -0.627 -0.606 -5.157
F -0.892 -5.509 -6.844
F 1.562 -5.531 -6.289
F -1.819 -3.021 -5.616
F -0.958 -1.865 -3.159
F 1.020 -4.508 -3.529
F 0.358 -2.886 -6.571
O 1.675 1.468 -1.698
O 0.082 0.770 -0.106
O -2.553 0.952 -1.584
O 0.209 4.536 -1.048
N -0.436 0.932 5.039
N -2.482 -2.057 4.880
N 1.506 2.503 11.004
N -4.878 -8.990 -11.613
C 1.119 0.093 7.186
C -0.616 -0.705 1.795
C -0.302 3.130 -1.207
C 1.879 -1.386 -2.428
C 4.796 4.376 10.494
C 3.225 -0.510 -2.088
C 0.110 -1.595 2.964
C 0.269 0.552 6.012
C 2.122 3.083 10.070
C -4.084 -0.039 5.927
C -0.466 2.985 -2.866
C -0.112 -4.508 -4.532
C 1.487 -1.422 -4.040
C -3.208 -1.142 5.355
C 0.224 -0.182 8.396
C -0.342 -3.098 -5.294
C 0.767 2.001 -0.627
C 2.866 3.782 8.944
C -0.066 -1.763 -4.363
C 1.638 4.645 -1.268
C -1.549 4.043 -3.507
C -4.286 2.704 -1.047
C -2.813 2.026 -0.633
C -3.352 -6.777 -9.221
C -1.706 3.152 -0.389
C 4.083 1.857 -1.038
C 4.373 3.703 9.192
C -4.010 -8.608 -10.782
C 6.753 1.706 -0.616
C -2.964 -8.147 -9.780
C -5.368 0.171 3.738
C 2.837 0.787 -1.106
C -2.327 3.443 -4.860
C -3.444 -5.701 -10.300
C 0.263 0.647 1.348
C -0.548 1.050 8.856
C -5.453 -0.059 5.243
C 5.280 1.147 -0.137
H -5.946 -1.021 5.428
H -3.227 0.226 -1.375
H 1.660 -0.816 6.904
H -0.722 1.864 -3.187
H -6.370 0.177 3.297
H -4.200 -0.195 7.004
H 0.136 1.866 9.118
H -6.085 0.717 5.687
H 2.663 0.341 -0.038
H 2.539 4.826 8.890
H 4.347 3.889 11.366
H 5.024 1.380 0.986
H -2.295 4.517 -2.741
H 0.843 -0.544 9.224
H -0.706 -1.418 0.842
H -0.490 -0.979 8.156
H -4.317 -6.844 -8.705
H 2.616 3.299 7.994
H -4.223 -5.931 -11.033
H -1.233 1.410 8.082
H -2.491 -5.595 -10.830
H -2.609 -6.470 -8.477
H 4.452 2.244 -2.080
H -1.429 3.166 0.773
H 3.697 2.809 -0.435
H 4.899 4.181 8.358
H -2.898 -8.879 -8.967
H -0.219 1.535 1.963
H -3.695 -4.735 -9.852
H 6.612 2.816 -1.015
H -4.799 -0.621 3.239
H 5.303 -0.029 -0.266
H 5.882 4.321 10.616
H 0.095 -0.952 3.950
H 0.563 3.208 -3.431
H 4.505 5.433 10.502
H -3.034 1.495 0.414
H 3.823 -0.148 -3.049
H 2.129 -2.513 -2.136
H -3.592 0.927 5.774
H 1.382 2.392 0.318
H -2.203 4.220 -0.582
H 6.972 -0.794 -1.704
H 3.983 -1.235 -1.518
H -1.150 0.814 9.738
H 2.223 4.469 -0.264
H 1.199 -1.847 2.580
H 1.857 0.868 7.421
H 1.371 0.535 1.706
H -1.988 -8.100 -10.274
H 2.847 6.402 -2.891
H -4.891 1.132 3.514
H 2.102 4.003 -2.123
H -1.743 -0.424 2.063
H 4.692 2.654 9.216
H 7.531 1.697 0.277
H 1.002 -1.052 -1.731
H -0.902 4.954 -3.928
H -0.504 -2.613 3.068
*
```


Entry 3:
Molecular formula: C38H60I2N8O3PPbS
Method: DFT, ωB97M-V/def2-TZVPD

Results
LUMO energy (alpha / beta) (eV): -10.521 / -9.945
HOMO (alpha / beta) (eV): -15.784 / -15.647
Largest force on an atom (eV/Å): 0.7
Gap between HOMO and LUMO (alpha / beta) (eV): 5.26 / 5.70
Relative energy (zero: lowest compared OMol25 entry of this formula, charge and spin) (eV): 1.219

ORCA input file:
```
! RIJCOSX wB97M-V def2-TZVPD def2/J DEFGRID3
* xyz 3 1
Pb -1.713 0.190 -1.367
I -3.424 -0.705 1.432
I -4.717 -2.029 -1.581
S -2.841 0.834 -3.760
P 0.714 -0.977 1.539
O 2.234 0.061 -2.977
O -0.216 -0.491 0.418
O 0.262 0.710 -2.212
N 4.040 -0.060 -7.305
N -5.463 1.085 -3.992
N -3.680 1.989 -1.240
N -4.718 1.686 -1.954
N 4.036 1.167 -5.343
N 3.360 -1.013 -5.299
N -0.845 -1.731 -2.710
N -1.237 2.305 -0.118
C 0.622 -1.663 -2.598
C 3.178 -0.057 2.740
C -2.268 3.045 0.332
C -4.407 1.220 -3.216
C 4.417 0.784 2.439
C -5.003 -1.784 0.505
C 0.704 -5.163 2.544
C -4.003 5.426 -0.414
C 0.054 -3.547 0.713
C 1.904 -4.294 2.907
C 1.368 -2.553 -3.591
C 2.566 -2.131 -5.802
C -0.425 -4.341 1.927
C -0.038 2.461 0.426
C -6.735 4.932 -0.219
C -4.481 4.111 -0.377
C -6.256 6.238 -0.264
C 0.017 0.685 5.703
C 0.052 1.345 4.311
C 1.089 -0.191 -2.622
C -0.258 -0.820 5.614
C -5.856 3.868 -0.301
C -0.883 4.030 2.013
C -3.539 2.992 -0.434
C -2.136 3.890 1.420
C 4.172 -0.359 0.182
C 1.220 -2.174 -5.079
C 0.419 -1.442 4.396
C 2.134 0.168 1.627
C -0.227 -0.901 3.103
C 0.186 3.337 1.484
C 2.371 -3.472 1.713
C 2.807 0.319 0.237
C 3.808 0.024 -5.994
C -0.767 0.540 3.305
C 5.145 0.277 1.185
C -4.893 6.484 -0.373
C 1.270 -2.651 1.018
H -0.848 -3.664 2.677
H -5.376 0.764 -4.944
H -6.232 2.853 -0.275
H -0.748 1.157 6.321
H 3.227 -2.856 1.972
H -4.526 7.500 -0.422
H -1.335 -1.009 5.556
H 1.630 1.115 1.860
H -1.238 -5.001 1.620
H 0.731 -1.200 -5.196
H 3.667 1.290 -4.412
H 2.728 -4.919 3.252
H -2.988 4.447 1.783
H 3.235 -0.826 -4.305
H 1.490 -1.239 4.435
H 0.967 0.857 6.212
H 0.853 -2.012 -1.593
H -2.941 5.619 -0.504
H -5.027 -2.769 0.953
H 5.676 1.105 0.713
H 5.088 0.781 3.297
H 0.592 -2.903 -5.593
H 0.085 -1.319 6.520
H 4.400 0.731 -7.811
H 1.030 -3.579 -3.433
H 0.308 -2.524 4.428
H 3.106 -3.063 -5.625
H 4.053 -1.426 0.387
H 1.657 -3.636 3.741
H -0.835 1.068 2.347
H -1.788 0.470 3.693
H 0.757 1.862 0.003
H 1.715 -2.330 0.065
H -6.950 7.066 -0.216
H 2.766 0.221 3.709
H -0.767 -2.950 0.299
H 1.082 1.443 3.959
H 1.185 3.450 1.885
H -0.753 4.692 2.859
H -1.084 -1.545 2.883
H -7.796 4.748 -0.123
H -6.375 1.346 -3.642
H 4.572 -0.293 -0.831
H 5.907 -0.453 1.465
H 2.419 -2.552 -3.296
H 2.732 -4.169 0.948
H 0.356 -4.260 -0.064
H 4.105 1.825 2.304
H 2.425 -2.040 -6.878
H -1.139 -1.568 -3.672
H 4.137 -0.958 -7.748
H 2.161 -0.067 -0.555
H -5.932 -1.251 0.664
H 1.018 -5.927 1.825
H 4.509 1.939 -5.781
H 0.342 -5.699 3.422
H 2.940 1.384 0.019
H 3.465 -1.106 2.821
H -0.342 2.361 4.367
H -1.213 -2.638 -2.437
*
```


Entry 4:
Molecular formula: C38H62Br2F3N2O18S3
Method: DFT, ωB97M-V/def2-TZVPD

Results
LUMO energy (eV): -2.288
HOMO (eV): -10.339
Largest force on an atom (eV/Å): 0.9
Gap between HOMO and LUMO (eV): 8.05

ORCA input file:
```
! RIJCOSX wB97M-V def2-TZVPD def2/J DEFGRID3
* xyz 1 1
Br 2.798 -6.864 -3.657
Br 4.952 -4.125 -4.248
S -2.055 -0.955 5.088
S -0.725 -3.177 3.713
S -0.197 -6.219 -0.215
F 4.261 -4.954 -1.786
F 3.359 -3.076 -2.366
F 1.928 -4.443 -4.361
O 3.921 3.157 0.381
O -9.916 3.525 -1.404
O -7.098 0.087 2.977
O -2.813 -5.053 -1.393
O 2.803 1.738 -0.904
O -8.234 4.727 -2.306
O -9.097 -0.761 2.389
O -3.769 -3.083 -1.890
O -8.592 -0.373 4.552
O 5.271 6.970 0.501
O 7.508 7.170 0.624
O 6.931 4.756 -2.631
O 6.268 8.694 -0.480
O 1.989 2.276 1.121
O -5.025 -4.751 -1.162
O -7.829 2.782 -1.242
O 8.468 4.316 -4.167
O 6.501 3.218 -4.212
N 0.210 -0.635 3.663
N 2.258 -7.379 -0.350
C 0.593 0.450 4.593
C -8.614 1.922 -0.393
C -0.821 -1.428 4.163
C -8.132 0.501 -0.478
C 3.856 2.274 -1.746
C -1.517 -4.512 1.490
C 2.389 -5.031 -3.219
C -3.790 -4.359 -1.478
C 3.639 -7.322 0.148
C -8.340 -0.387 3.228
C 10.441 5.432 -3.281
C -10.010 2.178 -0.930
C 4.809 2.821 -0.700
C 4.915 8.692 -0.958
C -8.621 3.776 -1.711
C -5.900 -3.590 -1.175
C 6.451 7.576 0.259
C 8.137 5.399 -2.181
C 4.202 7.842 0.079
C -1.566 -3.114 2.112
C 3.692 -4.304 -2.815
C 2.827 2.383 0.277
C -7.286 -3.965 -1.621
C -0.324 -4.584 0.546
C -7.357 -0.123 5.238
C 4.418 1.221 -2.659
C -5.133 -2.668 -2.105
C 1.282 -6.977 0.610
C 1.336 -4.815 -2.118
C 1.880 1.129 4.147
C -6.555 0.639 4.198
C 3.032 7.042 -0.427
C 0.271 -5.890 -1.919
C 7.236 4.020 -3.725
C 8.948 5.486 -3.459
C 0.805 -0.818 1.210
C -0.075 -0.161 2.277
C -5.065 0.441 4.235
H -5.908 -3.190 -0.158
H 2.558 6.490 0.383
H -8.523 2.302 0.628
H 3.416 3.091 -2.324
H -1.130 -0.344 2.064
H -7.144 0.406 -0.029
H 0.226 -1.111 0.333
H -10.243 1.524 -1.774
H -8.810 -0.158 0.063
H 4.552 9.713 -1.027
H -8.067 0.188 -1.521
H -1.073 -2.403 1.452
H 4.306 -7.620 -0.657
H -6.895 -1.082 5.483
H -0.380 -3.855 -0.261
H 3.816 -7.974 1.007
H -4.821 -0.603 4.038
H -5.232 -1.612 -1.873
H 1.267 -1.712 1.636
H 10.734 4.479 -2.840
H -5.383 -2.845 -3.153
H 5.506 2.056 -0.350
H -7.553 0.436 6.148
H -7.885 -3.064 -1.758
H -1.389 -5.269 2.268
H 3.921 8.448 0.945
H 3.874 -6.295 0.419
H 0.061 0.919 2.251
H -2.595 -2.787 2.257
H 1.849 -4.606 -1.181
H 5.290 1.623 -3.173
H 0.737 -0.011 5.569
H -7.777 -4.594 -0.881
H 8.620 4.763 -1.436
H 0.857 -7.779 1.218
H 5.354 3.705 -1.015
H -0.699 -5.583 -2.312
H 4.703 0.331 -2.095
H 2.432 1.485 5.015
H 1.687 -6.213 1.271
H 10.763 6.240 -2.624
H 8.655 6.361 -4.044
H 0.849 -3.886 -2.413
H 2.064 -8.325 -0.657
H 1.691 1.989 3.510
H -6.815 1.700 4.222
H 2.508 0.448 3.573
H -2.430 -4.736 0.946
H -7.246 -4.511 -2.564
H -10.794 2.108 -0.181
H -4.574 1.056 3.482
H 3.366 6.327 -1.180
H 1.607 -0.159 0.889
H 4.895 8.222 -1.944
H 3.681 0.926 -3.406
H 0.596 -4.402 1.103
H 0.531 -6.849 -2.360
H -0.211 1.183 4.699
H 10.951 5.538 -4.237
H 7.897 6.357 -1.732
H -4.668 0.718 5.213
H 2.292 7.707 -0.873
*
```